No. 1
The following is a DFT calculation (ωB97M-V/def2-TZVPD) of a single C3HNOS2 molecule at a distorted geometry.

Summary:
Largest force on an atom   7.417 eV Å⁻¹
Energy relative to the best compared isomer or geometry (same formula, charge and spin)   47.1 kcal/mol
Energy   -28332.4099 eV
HOMO-LUMO gap   0.27020 Eh
HOMO energy   -0.355 Eh
SMILES   O=C1N=CC(=S)S1

```
8
C3HNOS2 ωB97M-V/def2-TZVPD
O -2.646 -0.691 0.352
C 0.418 0.843 -0.118
S -0.139 -1.669 -0.214
S 2.753 -0.529 0.108
C -1.470 -0.335 -0.042
N -0.868 0.957 -0.338
H 0.855 1.980 0.382
C 1.097 -0.555 -0.130
```

No. 2
The following is a DFT calculation (ωB97M-V/def2-TZVPD) of 6 unconnected molecules or ions with the total composition C24H66N6O6 at a distorted geometry.

Summary:
Largest force on an atom   3.670 eV Å⁻¹
Energy relative to the best compared isomer or geometry (same formula, charge and spin)   114.4 kcal/mol
Energy   -47176.7576 eV
HOMO-LUMO gap   0.33385 Eh
HOMO energy   -0.308 Eh
SMILES   COC[C@H](C)N.COC[C@H](C)N.COC[C@H](C)N.COC[C@H](C)N.COC[C@H](C)N.COC[C@H](C)N

```
102
C24H66N6O6 ωB97M-V/def2-TZVPD
H -8.088 4.210 -0.655
H 2.905 -1.672 -5.568
H -6.593 3.054 -1.581
H 2.643 -1.250 -3.847
N 1.904 -6.538 -4.442
H -1.007 -3.376 -2.205
N 2.826 -0.854 4.055
H -3.778 0.953 -3.196
O 1.289 -2.700 -4.613
H -0.479 -1.231 3.626
H 2.197 -1.526 0.188
O -5.665 3.236 0.360
H -4.308 -0.592 -3.923
H -1.544 -4.491 -4.612
O 7.267 1.976 4.291
C 1.532 -0.326 3.756
H 2.984 -4.104 -4.536
C 1.017 0.645 4.863
H 0.158 3.061 5.412
C -0.103 0.038 0.128
H -2.551 -2.939 -1.695
C 6.824 0.796 3.622
H -5.794 1.724 -0.883
H 6.410 0.097 4.348
C 1.942 -4.058 -4.851
H -4.788 3.108 -1.437
H 0.955 0.048 5.773
H 3.397 -0.379 4.739
H -0.519 -1.169 -3.550
H 1.005 2.500 6.874
H 5.626 2.574 1.026
H -6.667 3.194 1.861
N -9.284 4.047 0.819
H 8.434 2.687 5.665
C -2.039 -3.372 -2.555
H -3.151 -2.649 -4.148
H 4.936 -0.631 2.416
H 7.536 1.199 6.119
H 1.716 0.214 2.827
C 1.600 -5.095 -2.535
N -2.320 0.794 -0.639
H -9.393 3.043 0.806
H 1.510 -0.704 -5.053
H -0.339 0.046 1.192
H 1.245 -4.133 -2.167
C 1.132 2.829 5.843
C 2.161 -1.535 -4.782
C 8.182 1.667 5.376
H -1.557 2.553 1.387
H 3.033 -0.363 -0.803
H 2.684 -5.085 -2.422
C -2.086 -2.651 -3.915
H -2.207 0.248 -1.481
H 1.241 -7.286 -4.297
H -7.172 5.755 1.857
H 7.008 2.772 1.841
H 0.671 -1.773 2.512
H 1.641 -1.114 -1.504
H -1.256 3.356 -0.179
C 5.748 1.334 2.530
H -1.504 -0.728 -4.887
C 1.349 -5.248 -4.042
H -0.552 1.579 -1.264
H 0.276 -5.426 -4.105
H -8.233 6.407 0.604
H -2.958 1.549 -0.847
H -6.570 5.973 0.292
H 0.003 0.874 4.536
H -9.350 4.406 1.761
C -0.952 1.201 -0.323
C -6.957 3.109 0.813
O 1.798 1.837 5.067
C 0.579 -1.485 3.559
H 5.708 -0.271 0.911
N -1.475 -3.510 -4.841
C 2.042 -0.748 -0.559
C -0.926 2.568 0.498
H 3.309 -1.299 3.288
H -0.380 -0.931 -0.289
H 9.039 1.031 5.155
O 1.304 0.327 -0.123
C -1.542 -1.231 -3.921
H -0.508 -3.329 -4.613
N 6.378 2.072 1.476
C -7.887 4.263 0.415
C -3.483 0.113 -3.824
H -7.426 2.133 0.690
C 5.115 0.178 1.708
O -2.340 -0.428 -3.089
H 0.582 -2.282 4.302
H 4.942 1.819 3.080
H 1.178 -5.909 -1.946
H 2.001 -6.640 -5.442
H -3.162 0.607 -4.741
H 1.732 3.738 5.883
H -2.371 -4.404 -2.673
C -7.472 5.655 0.814
H 4.112 0.475 1.400
C -5.726 2.809 -0.968
H 0.036 2.826 0.940
H 1.923 -4.136 -5.938
H 7.697 0.296 3.202
```

No. 3
The following is a DFT calculation (ωB97M-V/def2-TZVPD) of a molecular structure, C15H12BiN3OSSe2.

Summary:
Largest force on an atom   0.735 eV Å⁻¹
Energy relative to the best compared isomer or geometry (same formula, charge and spin)   7.9 kcal/mol
Energy   -169619.4847 eV
HOMO-LUMO gap   0.29480 Eh
Total charge   +2
HOMO energy   -0.550 Eh

```
35
C15H12BiN3OSSe2 ωB97M-V/def2-TZVPD
C 0.003 2.456 1.801
H -3.178 -4.106 1.365
C 3.737 -2.962 0.478
Bi 0.011 -0.264 -0.169
O -0.093 0.128 2.008
C -0.002 3.798 3.794
H -0.072 0.468 4.430
C -4.441 -1.892 -0.868
C 2.448 -2.443 0.414
H 0.029 4.588 1.795
C -3.355 -1.029 -0.876
N -0.040 1.350 2.568
H 5.384 -0.017 0.252
C -4.391 -3.014 -0.053
C 3.263 -0.288 0.295
H 0.006 4.759 4.280
H -5.308 -1.678 -1.473
H 3.015 0.762 0.240
H -3.348 -0.114 -1.450
S 0.062 2.301 0.081
C -2.194 -2.372 0.587
C 0.012 3.709 2.420
C -3.246 -3.260 0.701
Se -0.561 -2.472 1.644
C -0.021 2.626 4.554
H 5.823 -2.475 0.471
N -2.267 -1.273 -0.158
C 4.572 -0.726 0.318
C -0.046 1.415 3.912
C 4.813 -2.093 0.422
Se 0.985 -3.712 0.396
H -5.235 -3.684 0.015
H 3.877 -4.032 0.571
N 2.225 -1.130 0.334
H -0.019 2.657 5.631
```

No. 4
The following is a DFT calculation (ωB97M-V/def2-TZVPD) of 11 unconnected molecules or ions with the total composition C20H57BF4NO9 at a distorted geometry.

Summary:
Largest force on an atom   13.266 eV Å⁻¹
Energy relative to the best compared isomer or geometry (same formula, charge and spin)   10.1 kcal/mol
Energy   -53125.2888 eV
HOMO-LUMO gap   0.35613 Eh
Total charge   -1
HOMO energy   -0.261 Eh

```
92
C20H57BF4NO9 ωB97M-V/def2-TZVPD
H -48.822 -29.440 83.754
H -39.482 -30.083 83.863
C -45.080 -27.487 84.332
H -43.510 -33.578 90.614
O -48.482 -34.100 85.944
H -45.210 -26.793 83.379
C -48.400 -31.085 82.758
H -45.262 -35.032 84.276
H -41.725 -29.953 82.686
H -38.998 -28.425 83.565
C -47.788 -33.178 90.836
H -44.206 -33.693 86.169
H -48.684 -32.652 81.338
C -43.026 -27.434 87.614
C -41.144 -32.025 86.395
H -49.821 -31.471 81.189
H -47.773 -34.247 87.965
H -46.651 -31.471 90.449
F -45.988 -30.637 87.443
C -42.518 -33.624 90.009
C -49.741 -28.054 86.264
H -48.195 -36.837 87.637
H -39.330 -30.818 85.896
O -42.747 -34.139 88.800
H -41.609 -34.281 90.299
H -47.347 -28.166 84.677
H -48.913 -31.887 83.272
H -40.394 -29.973 86.707
N -48.779 -33.564 91.186
H -48.813 -36.768 86.304
H -41.397 -32.114 85.303
H -46.643 -34.939 86.813
H -43.798 -35.259 82.343
H -42.023 -31.834 91.168
H -42.227 -27.318 86.740
H -49.921 -27.350 87.121
O -40.527 -33.290 86.468
F -44.909 -32.603 87.029
C -47.802 -34.695 87.011
H -48.176 -30.781 86.176
H -45.086 -29.521 88.510
O -48.557 -30.022 85.708
O -44.607 -28.764 88.844
H -50.532 -28.396 85.714
O -48.852 -29.759 82.975
H -45.762 -32.705 91.287
H -49.954 -29.690 87.288
H -42.544 -26.861 88.278
H -43.589 -26.883 86.950
H -42.465 -34.989 83.435
H -41.230 -32.121 89.354
C -43.487 -35.297 83.283
C -49.088 -29.298 86.847
H -46.119 -32.950 89.611
C -46.407 -27.559 85.047
C -44.324 -34.483 84.332
H -41.287 -33.887 86.734
H -39.562 -31.055 87.593
C -48.732 -31.554 81.300
F -44.617 -30.762 85.663
C -41.342 -28.985 83.111
O -43.702 -34.317 85.549
F -46.654 -31.992 85.699
H -48.913 -27.620 85.583
C -43.442 -28.776 88.009
C -48.562 -36.028 87.121
H -43.491 -33.909 88.568
C -40.001 -30.909 86.683
H -48.126 -30.857 80.499
H -42.120 -31.985 87.186
H -44.565 -33.542 83.812
H -42.663 -29.364 88.572
H -49.577 -35.887 87.529
H -47.995 -33.469 85.462
C -46.454 -32.554 90.513
H -48.279 -29.109 87.533
H -46.203 -28.179 85.851
O -44.761 -28.699 83.742
H -44.340 -27.044 85.103
H -42.993 -31.618 89.576
H -47.338 -31.182 82.915
H -41.818 -28.117 82.839
H -43.593 -29.274 87.186
C -42.153 -32.098 89.991
H -44.564 -29.533 84.204
C -39.790 -29.201 83.098
H -46.666 -26.660 85.546
O -41.742 -28.754 84.450
H -43.691 -36.340 83.571
B -45.593 -31.530 86.384
H -42.732 -29.062 84.449
H -39.560 -29.410 82.214
```